# C68H182N14O20

A cluster of 16 separate species, C68H182N14O20 in total in a non-equilibrium geometry (ωB97M-V/def2-TZVPD, the OMol25 dataset).

Element x y z (Å)
O1 -33.1858 -1.8340 -17.1568
O2 -31.8222 -0.4479 -12.7026
O3 -37.8676 -15.1679 -10.2301
O4 -39.2113 -2.4975 -10.9431
O5 -27.6016 -5.2327 -11.3819
O6 -33.6013 -11.3961 -15.7761
O7 -35.1167 -11.4434 -10.9292
O8 -35.7382 -11.9006 -13.6653
O9 -33.3058 -17.0317 -13.6733
O10 -38.9056 -6.9429 -6.6262
O11 -34.4848 -8.3804 -4.7991
O12 -34.1962 -4.8570 -10.8756
O13 -30.0450 -1.8075 -6.4613
O14 -33.2318 -14.6817 -7.3479
O15 -33.5996 -2.9504 -5.2021
O16 -31.8298 -15.9458 -17.5778
O17 -39.4346 -4.8861 -15.2361
O18 -31.4348 -7.5800 -9.7501
O19 -30.4373 -7.4364 -13.4150
O20 -40.0650 -10.3957 -9.5085
N1 -36.5154 -18.9677 -13.6391
N2 -38.3336 -7.8805 -9.6103
N3 -29.7427 -13.3314 -7.3323
N4 -35.0710 -1.4944 -14.0292
N5 -38.8932 -17.1955 -13.0686
N6 -37.1264 -9.2710 -7.2434
N7 -29.7053 -3.6464 -9.5519
N8 -36.7240 -1.7236 -8.2652
N9 -30.8827 -4.3052 -5.3526
N10 -33.8348 -14.0723 -16.2772
N11 -36.9141 -3.9471 -12.6697
N12 -28.6339 -2.1168 -11.8713
N13 -34.3026 -7.9105 -10.6302
N14 -33.9600 -8.6481 -13.3428
C1 -34.1732 -10.3910 -10.9169
C2 -32.6001 -11.4589 -14.8101
C3 -27.9830 -5.3338 -10.0125
C4 -40.2873 -15.6306 -11.8065
C5 -36.0488 -2.1369 -16.1400
C6 -33.4350 -6.3035 -13.6365
C7 -26.2970 -5.5812 -11.7272
C8 -39.2122 -11.4230 -10.0337
C9 -37.4231 -1.5567 -9.5540
C10 -33.4943 -3.6455 -10.6236
C11 -35.9352 -9.5335 -6.3817
C12 -37.4986 -6.1781 -13.0881
C13 -33.2614 -15.6390 -8.3685
C14 -38.7042 -6.1229 -7.7674
C15 -35.2756 -8.2333 -5.9319
C16 -37.8980 -16.2483 -11.1288
C17 -40.1920 -9.3586 -10.4550
C18 -40.7639 -4.5803 -15.5881
C19 -33.0573 -16.3103 -17.0099
C20 -38.8629 -15.9284 -12.2989
C21 -30.3949 -15.3522 -6.1710
C22 -31.5743 -16.5917 -18.8210
C23 -35.1883 -8.2814 -3.5822
C24 -29.1605 -3.0966 -8.3204
C25 -33.7515 -1.1420 -16.0941
C26 -34.5458 -17.5188 -13.2003
C27 -32.3189 -1.0933 -17.9727
C28 -34.6845 -12.7125 -10.4764
C29 -32.1471 -4.8550 -4.7982
C30 -29.2894 -7.7865 -12.6630
C31 -32.7521 0.3634 -12.0151
C32 -31.8337 -6.0407 -3.9364
C33 -38.9279 -6.3254 -5.3527
C34 -32.8581 -7.7303 -13.7129
C35 -28.8786 -1.4040 -5.7522
C36 -35.0660 -9.1678 -10.7054
C37 -31.6326 -7.8717 -12.7984
C38 -32.2449 -8.5293 -7.7226
C39 -29.4723 -5.0468 -9.8442
C40 -30.7491 -0.8425 -11.8577
C41 -35.2589 -18.5002 -14.1349
C42 -34.4989 -3.6203 -6.0450
C43 -34.4374 -5.5639 -9.6506
C44 -37.5806 -4.7792 -13.6688
C45 -36.8909 -12.7473 -13.5412
C46 -37.3173 -13.1692 -14.9210
C47 -39.1310 -6.7712 -9.0921
C48 -39.0280 -4.4106 -13.9860
C49 -36.3661 -1.4155 -10.6543
C50 -32.1227 -13.8292 -7.2728
C51 -30.7233 -14.4359 -7.3502
C52 -33.2452 -11.8261 -17.0792
C53 -32.9988 -15.8318 -12.9669
C54 -29.8586 -1.7818 -12.6478
C55 -32.9642 -13.3433 -17.1994
C56 -40.1658 -1.4333 -11.0106
C57 -35.4351 -17.8943 -15.5384
C58 -31.1181 -7.6880 -8.3670
C59 -38.9665 -8.4878 -10.7663
C60 -37.0460 -15.4103 -9.1310
C61 -34.7345 -2.0297 -15.3475
C62 -35.1607 -10.7062 -6.9805
C63 -33.3499 -15.3760 -15.8259
C64 -29.9792 -1.8719 -7.8592
C65 -38.4897 -2.6019 -9.7162
C66 -30.5785 -3.1098 -12.9131
C67 -35.1041 -6.9087 -9.9050
C68 -32.9946 -3.7385 -4.1641
H1 -31.8051 -10.7164 -14.9537
H2 -37.5168 -3.3693 -12.0958
H3 -32.9234 -11.2511 -13.7867
H4 -31.7355 -1.7155 -18.6450
H5 -30.4839 -15.0013 -8.2544
H6 -33.5487 -15.2525 -9.3544
H7 -35.2528 -16.7074 -12.9714
H8 -27.7182 -6.2767 -9.5173
H9 -39.5981 -4.9509 -13.2178
H10 -35.5620 -13.3279 -10.2907
H11 -32.6769 -6.5347 -3.4468
H12 -31.1306 -6.7397 -4.3871
H13 -31.3848 -3.0101 -13.6381
H14 -40.7296 -1.5269 -10.0732
H15 -33.8129 -9.4942 -13.8786
H16 -35.5231 -0.7709 -10.4007
H17 -29.5343 -1.4300 -13.6288
H18 -35.8275 -2.6278 -17.0855
H19 -35.9524 -2.3419 -11.0517
H20 -28.8846 -0.3457 -5.4821
H21 -33.0628 -13.5307 -18.2715
H22 -33.9550 -16.3159 -17.6387
H23 -32.9854 -0.7800 -15.3847
H24 -33.4716 -3.0052 -11.5058
H25 -35.4711 -2.2087 -13.4285
H26 -35.4200 -11.6053 -12.8010
H27 -28.0109 -2.7044 -12.4125
H28 -34.2046 -1.2099 -13.5813
H29 -36.8187 -0.9238 -11.5197
H30 -36.3479 -4.5489 -12.0864
H31 -34.3703 -7.5945 -11.5979
H32 -36.9696 -16.5673 -11.6067
H33 -29.3711 -3.8334 -7.5427
H34 -34.0815 -10.5537 -7.0330
H35 -31.1619 -16.0996 -5.9312
H36 -32.8928 0.1443 -10.9496
H37 -32.7186 -5.2167 -5.6609
H38 -37.6886 -10.1134 -7.3498
H39 -30.1579 -8.1833 -8.2564
H40 -39.2759 -5.2925 -5.3352
H41 -32.4647 1.4181 -12.0238
H42 -29.5493 -3.0135 -10.3356
H43 -38.3650 -17.1432 -10.7021
H44 -37.9012 -0.5689 -9.5269
H45 -36.5109 -13.5899 -12.9544
H46 -28.0123 -1.7561 -6.3094
H47 -30.7250 -16.0615 -19.2516
H48 -30.9805 -2.0995 -8.2281
H49 -39.0860 -3.3242 -13.8472
H50 -31.8909 -7.2812 -11.9139
H51 -29.8509 -3.8089 -13.3376
H52 -30.9184 -3.6270 -12.0160
H53 -40.8543 -1.6256 -11.8259
H54 -31.6567 -0.5256 -17.3070
H55 -40.8446 -3.5895 -16.0373
H56 -29.5445 -0.9973 -8.3574
H57 -34.2590 -13.4403 -15.6185
H58 -36.8490 -19.7708 -14.1495
H59 -38.1266 -3.6240 -9.5949
H60 -37.8139 -12.3353 -15.4190
H61 -39.6251 -0.4875 -11.0056
H62 -34.1359 -3.7520 -7.0701
H63 -32.3504 -16.2213 -8.5314
H64 -35.8150 -7.3808 -3.5721
H65 -32.5003 -3.7710 -10.1820
H66 -38.9674 -16.8366 -14.0198
H67 -33.7437 0.2223 -12.4394
H68 -33.9821 -13.1272 -11.2061
H69 -37.9456 -6.4164 -4.8816
H70 -36.3851 -9.8478 -5.4270
H71 -32.4090 -8.2409 -6.6782
H72 -33.6236 -15.0111 -13.3402
H73 -32.9979 -17.3413 -16.6300
H74 -34.9989 -4.9397 -8.9527
H75 -37.2293 -18.2342 -13.6554
H76 -34.1883 -0.1967 -16.4564
H77 -37.7272 -8.7086 -6.6394
H78 -37.2049 -1.4649 -7.4110
H79 -34.4957 -17.7500 -16.0771
H80 -31.0267 -4.1547 -6.3413
H81 -32.1202 -12.4326 -14.6569
H82 -35.4820 -7.2296 -8.9307
H83 -37.0635 -4.6529 -14.6279
H84 -30.5212 -14.7423 -5.2677
H85 -32.3356 -3.0930 -3.5881
H86 -25.5486 -4.9081 -11.2833
H87 -30.8330 -3.3783 -4.9495
H88 -39.2488 -5.1846 -7.6382
H89 -28.9597 -8.8147 -12.8654
H90 -32.4226 -16.6365 -19.5026
H91 -36.3329 -1.0837 -16.2429
H92 -35.5768 -9.2348 -9.7420
H93 -29.4186 -15.8240 -6.2371
H94 -34.8260 -4.5925 -5.6638
H95 -34.0399 -16.3555 -8.1048
H96 -37.6186 -5.9619 -7.8169
H97 -35.4417 -3.1013 -6.2513
H98 -33.2053 -15.9226 -11.8992
H99 -34.5373 -8.0266 -2.7420
H100 -39.2539 -2.5084 -8.9335
H101 -39.7692 -11.7898 -10.8991
H102 -38.2002 -8.5096 -8.8183
H103 -33.8385 -4.1804 -3.6280
H104 -34.2602 -15.7332 -15.3396
H105 -32.7413 -5.6247 -14.1424
H106 -36.9019 -2.5258 -15.5855
H107 -40.1940 -7.0232 -8.9274
H108 -29.5552 -7.8447 -11.6015
H109 -36.0009 -6.7860 -10.5236
H110 -36.5422 -13.6113 -15.5398
H111 -34.2658 -3.0226 -15.3753
H112 -38.5319 -15.0409 -12.8387
H113 -37.0798 -14.5868 -8.4218
H114 -41.4043 -4.6173 -14.6977
H115 -38.1811 -11.1269 -10.2413
H116 -31.1890 -17.5814 -18.5481
H117 -40.9737 -15.5462 -12.6548
H118 -34.4099 -6.1140 -14.0886
H119 -33.4413 -5.8081 -9.2572
H120 -31.9042 -13.4862 -16.9681
H121 -39.1311 -12.1981 -9.2709
H122 -26.2839 -5.5080 -12.8149
H123 -33.4564 -5.9975 -12.5877
H124 -35.4992 -10.8690 -8.0078
H125 -35.3836 -11.6617 -6.5043
H126 -32.2196 -13.2089 -6.3762
H127 -34.1079 -11.5729 -17.6931
H128 -33.9700 -2.9658 -9.9007
H129 -31.9805 -15.5592 -13.2337
H130 -35.9750 -7.3894 -5.8409
H131 -39.5856 -6.9383 -4.7356
H132 -33.6217 -10.2746 -11.8546
H133 -34.5673 -19.3515 -14.1555
H134 -29.8752 -5.6863 -9.0616
H135 -34.7813 -8.1609 -13.6694
H136 -30.1278 -5.2790 -10.6847
H137 -35.8001 -9.1750 -11.5185
H138 -28.0785 -1.3013 -11.6319
H139 -38.0935 -13.9413 -14.8720
H140 -28.8347 -13.6602 -7.0293
H141 -27.3561 -4.5483 -9.5750
H142 -31.0603 -1.3573 -10.9429
H143 -37.6755 -12.1632 -13.0560
H144 -28.0990 -2.8272 -8.3562
H145 -34.1516 -12.6250 -9.5234
H146 -31.9287 -9.5749 -7.6457
H147 -36.0169 -16.9707 -15.4989
H148 -32.3803 -7.3718 -9.7961
H149 -28.5317 -7.0514 -12.9108
H150 -36.0050 -15.5485 -9.4789
H151 -41.0735 -8.7305 -10.2982
H152 -32.6094 -7.8965 -14.7685
H153 -36.0024 -18.6127 -16.1349
H154 -28.9191 -1.9058 -4.7830
H155 -40.4675 -14.6867 -11.2897
H156 -32.4935 -15.2787 -15.1511
H157 -38.2730 -9.1402 -11.3087
H158 -34.6854 -7.8420 -6.7741
H159 -30.2388 0.0805 -11.5581
H160 -26.0196 -6.5915 -11.4004
H161 -32.8766 -0.3657 -18.5747
H162 -39.7127 -17.7803 -12.9608
H163 -32.3555 -11.3132 -17.4562
H164 -40.5118 -9.7287 -11.4438
H165 -35.7100 -9.2105 -3.3545
H166 -33.4499 -10.2747 -10.1015
H167 -35.9200 -1.1068 -8.2552
H168 -30.0307 -12.6835 -6.6023
H169 -33.2220 -8.5155 -8.2037
H170 -31.2424 -5.7295 -3.0600
H171 -31.2325 -6.7203 -7.8640
H172 -37.1581 -16.4120 -8.6893
H173 -37.9738 -6.1687 -12.1054
H174 -34.3989 -17.9956 -12.2218
H175 -39.2307 -7.7720 -11.5452
H176 -39.3215 -5.9283 -9.7675
H177 -31.5247 -8.9252 -12.5179
H178 -41.1419 -5.3842 -16.2170
H179 -40.6137 -16.4726 -11.1923
H180 -37.9353 -6.9906 -13.6804
H181 -32.2175 -13.0447 -8.0392
H182 -36.4842 -6.5712 -12.9518

Its spin multiplicity is 1. As for the HOMO-LUMO gap: 8.38 eV. The calculation puts the total energy at -4970.83025 a.u.